1.
DFT (ωB97M-V/def2-TZVPD) results for a molecular structure, C44H39BF6IN11O2PSSr.

Values from the calculation:
- DFT total energy (eV) = -112793.1512
- net charge = 0
- LUMO level (spin up / spin down) (eV) = 0.36 / -0.23
- spin multiplicity = 2
- expectation value of S² = 0.7871
- gap between HOMO and LUMO (spin up / spin down) (eV) = 6.7 / 7.3
- highest occupied orbital energy (spin up / spin down) (eV) = -6.33 / -7.58

Last column: Löwdin charge in e.
Positions of all 107 atoms, in Å:
Sr -0.422 -0.395 0.626  1.354
C -3.751 -2.593 -1.472  -0.041
C -3.254 -1.393 -0.964  -0.172
N -1.961 -1.503 -0.713  -0.122
N -1.594 -2.743 -1.046  0.028
C -2.650 -3.424 -1.517  -0.053
B -0.106 -3.093 -1.114  -0.697
N 0.603 -3.131 0.253  -0.031
C 0.409 -4.075 1.197  -0.076
C 1.518 -4.103 2.010  -0.042
C 2.367 -3.138 1.456  -0.170
N 1.809 -2.569 0.405  0.066
N 0.564 -2.003 -1.965  0.002
C 1.017 -2.064 -3.225  -0.064
C 1.463 -0.809 -3.583  -0.050
C 1.223 -0.029 -2.455  -0.161
N 0.676 -0.759 -1.496  -0.093
N 0.112 -4.498 -1.680  -0.002
C 1.297 -5.024 -2.066  -0.087
C 1.148 -6.386 -2.171  -0.063
C -0.185 -6.613 -1.808  -0.151
N -0.783 -5.480 -1.505  0.042
H -4.755 -2.826 -1.766  0.095
H -3.768 -0.468 -0.784  0.102
H -2.540 -4.438 -1.846  0.097
H -0.463 -4.703 1.202  0.120
H 1.694 -4.725 2.867  0.096
H 3.359 -2.860 1.767  0.108
H 0.977 -2.967 -3.799  0.121
H 1.897 -0.513 -4.515  0.093
H 1.414 1.020 -2.317  0.102
H 2.156 -4.405 -2.233  0.118
H 1.883 -7.109 -2.457  0.086
H -0.725 -7.539 -1.754  0.098
O -1.772 -0.350 -3.298  0.202
C -1.862 0.801 -3.138  -0.112
C -2.013 2.126 -3.158  -0.217
C -2.355 2.671 -4.453  -0.030
C -2.601 4.003 -4.598  -0.090
C -2.519 4.867 -3.501  -0.078
C -2.153 4.373 -2.260  -0.085
C -1.888 3.033 -2.045  -0.308
P -1.399 2.437 -0.380  1.081
C -0.376 3.874 0.123  -0.420
C 0.998 3.742 -0.052  -0.147
C 1.849 4.804 0.189  -0.078
C 1.338 6.018 0.618  -0.078
C -0.023 6.151 0.829  -0.069
C -0.877 5.090 0.587  -0.118
C -2.961 2.723 0.514  -0.365
C -2.903 3.098 1.853  -0.137
C -4.065 3.238 2.590  -0.087
C -5.294 2.983 2.002  -0.077
C -5.356 2.601 0.672  -0.074
C -4.196 2.472 -0.072  -0.090
H -2.403 1.993 -5.290  0.115
H -2.858 4.390 -5.572  0.106
H -2.724 5.917 -3.620  0.098
H -2.071 5.060 -1.432  0.092
H 1.396 2.783 -0.362  0.084
H 2.912 4.691 0.039  0.106
H 1.998 6.855 0.796  0.103
H -0.425 7.093 1.176  0.106
H -1.934 5.214 0.781  0.106
H -1.932 3.288 2.288  0.046
H -4.020 3.556 3.624  0.108
H -6.203 3.084 2.578  0.106
H -6.314 2.409 0.211  0.107
H -4.254 2.179 -1.112  0.106
C 1.896 1.918 5.785  -0.039
N 0.475 1.950 5.612  -0.121
C -0.464 1.754 6.597  -0.057
C -1.684 1.834 6.026  -0.078
N -1.491 2.097 4.696  0.081
C -0.164 2.147 4.430  -0.757
S 0.543 2.505 2.973  0.742
H 2.184 1.011 6.315  0.094
H 2.239 2.794 6.339  0.099
H 2.355 1.934 4.798  0.047
H -0.186 1.572 7.614  0.119
H -2.662 1.734 6.448  0.120
H -2.202 2.107 3.983  0.092
I 5.665 1.001 1.884  0.852
C 3.847 0.142 2.512  -0.696
C 3.779 -0.568 3.699  -0.141
C 2.559 -1.129 4.040  -0.051
C 1.485 -0.963 3.178  -0.162
N 1.563 -0.268 2.054  -0.107
C 2.718 0.279 1.725  -0.255
H 4.653 -0.697 4.322  0.101
H 2.452 -1.712 4.944  0.117
H 0.524 -1.403 3.385  0.091
H 2.754 0.830 0.797  0.097
C -3.042 -2.976 2.212  0.043
C -2.528 -1.661 2.831  -0.487
O -1.507 -1.079 2.222  -0.432
C -2.135 -1.961 4.308  -0.555
F -1.406 -0.960 4.832  0.133
F -1.366 -3.056 4.399  0.148
F -3.163 -2.152 5.152  0.151
C -3.736 -0.688 2.885  -0.541
F -4.874 -1.222 3.355  0.154
F -3.495 0.389 3.654  0.134
F -4.020 -0.210 1.666  0.146
H -2.190 -3.606 1.980  0.073
H -3.585 -2.756 1.296  0.078
H -3.694 -3.493 2.911  0.099



2.
DFT (ωB97M-V/def2-TZVPD) results for 10 unconnected molecules or ions with the total composition C7H31O10.

Values from the calculation:
- DFT total energy (eV) = -28235.4294
- net charge = -1
- LUMO level (eV) = 2.88
- gap between HOMO and LUMO (eV) = 8.6
- highest occupied orbital energy (eV) = -5.69

Last column: Löwdin charge in e.
Positions of all 48 atoms, in Å:
C 1.807 2.065 -0.531  -0.268
O 1.414 2.373 0.788  -0.318
C 0.924 0.862 -1.149  -0.118
C 1.149 -0.305 -0.101  -0.192
C -0.065 -1.175 0.054  -0.182
C 1.322 -3.050 0.945  0.031
C 0.328 -2.624 0.165  -0.361
C -0.452 -3.572 -0.687  -0.075
H 1.579 2.956 -1.003  0.073
H 2.845 1.815 -0.505  0.095
H -0.094 0.925 -1.386  0.072
H 1.438 0.608 -2.009  0.053
H 2.088 -0.904 -0.266  0.115
H 1.441 0.244 0.926  0.114
H -0.752 -1.111 -0.861  0.100
H -0.653 -0.685 0.903  0.116
H 1.727 -4.006 0.954  0.033
H 1.877 -2.265 1.614  0.096
H -1.483 -3.484 -0.289  0.088
H -0.267 -4.610 -0.111  0.115
H -0.334 -3.891 -1.652  0.041
H -2.196 1.826 0.480  0.041
H -3.342 0.945 0.417  0.044
O -2.612 1.186 -0.179  -0.107
H -2.715 0.669 -2.755  0.047
H -2.879 1.843 -1.841  0.063
O -2.894 1.683 -2.913  -0.202
H 3.763 -2.172 1.223  -0.042
H 3.634 -0.719 1.770  -0.026
O 4.224 -1.399 1.437  -0.070
H 2.412 1.434 1.561  -0.011
H 4.065 1.324 1.404  0.028
O 3.278 0.986 1.776  -0.101
H 0.109 2.263 1.120  0.014
H -0.833 3.298 1.819  0.073
O -0.922 2.390 1.474  -0.161
H 1.098 1.754 -3.356  -0.025
H -0.081 1.964 -4.188  0.046
O 0.794 1.530 -4.219  -0.058
H -1.967 -2.442 -2.355  -0.040
H -2.538 -1.311 -1.483  -0.044
O -2.638 -2.094 -1.910  0.038
H -3.026 -1.000 1.030  0.028
H -2.611 -0.532 2.426  0.001
O -3.409 -0.731 1.898  -0.091
H -0.205 0.382 3.195  0.053
H -1.083 1.083 2.324  -0.082
O -1.120 0.400 2.939  -0.042



3.
DFT (ωB97M-V/def2-TZVPD) results for HN3O4S in the gas phase.

Values from the calculation:
- DFT total energy (eV) = -23504.4794
- net charge = 0
- LUMO level (eV) = -0.79
- gap between HOMO and LUMO (eV) = 9.9
- highest occupied orbital energy (eV) = -10.65

Last column: Löwdin charge in e.
Positions of all 9 atoms, in Å:
N 2.814 0.504 0.196  0.123
N 1.757 -0.058 -0.026  -0.071
N -2.265 -1.769 0.291  -0.041
O -1.262 -0.837 0.109  -0.383
O -2.998 -1.883 -0.653  0.047
O -0.622 1.434 -1.330  -0.368
O 0.678 0.497 0.643  -0.380
S -0.771 0.826 -0.047  1.004
H 2.669 1.287 0.818  0.069



4.
DFT (ωB97M-V/def2-TZVPD) results for a molecular structure, C28H49N12O3SV.

Values from the calculation:
- DFT total energy (eV) = -90370.1821
- net charge = +1
- LUMO level (spin up / spin down) (eV) = -3.07 / -3.24
- spin multiplicity = 2
- expectation value of S² = 0.7935
- gap between HOMO and LUMO (spin up / spin down) (eV) = 6.7 / 6.6
- highest occupied orbital energy (spin up / spin down) (eV) = -9.76 / -9.89

Last column: Löwdin charge in e.
Positions of all 94 atoms, in Å:
V 0.054 -0.087 0.118  0.975
C 1.894 3.064 -1.841  -0.185
C 2.505 1.763 -1.307  -0.185
N 2.005 1.345 0.030  -0.083
C 2.113 2.400 1.049  -0.159
C 0.808 2.567 1.835  -0.179
N -0.384 2.260 1.020  -0.084
C -0.919 3.500 0.416  -0.192
C 0.018 4.120 -0.613  -0.204
N 0.461 3.181 -1.628  -0.021
H 2.392 3.932 -1.402  0.107
H 2.129 3.103 -2.909  0.121
H 2.276 0.954 -1.993  0.052
H 3.595 1.876 -1.279  0.135
H 2.575 0.552 0.305  0.083
H 2.924 2.194 1.752  0.129
H 2.371 3.334 0.560  0.095
H 0.817 1.902 2.691  0.088
H 0.757 3.587 2.232  0.126
H -1.113 1.915 1.637  0.053
H -1.871 3.275 -0.046  0.076
H -1.105 4.244 1.200  0.124
H -0.508 4.971 -1.060  0.119
H 0.874 4.555 -0.087  0.102
H 0.067 2.260 -1.497  0.061
N -3.408 1.563 1.291  0.060
N -4.039 0.355 0.981  0.006
C -3.341 -0.722 0.550  -0.388
N -4.061 -1.817 0.305  0.233
N -2.011 -0.674 0.477  0.044
N -1.282 -1.629 -0.169  -0.202
O -0.330 -2.885 1.273  0.016
O -1.801 -2.406 -0.932  0.013
H -3.873 1.970 2.093  0.112
H -3.469 2.201 0.504  0.073
H -5.020 0.377 0.743  0.156
H -5.065 -1.792 0.366  0.131
H -3.613 -2.551 -0.228  0.112
C 1.602 -4.595 2.103  -0.020
N 1.864 -3.366 1.377  -0.133
C 3.255 -3.077 1.091  -0.042
C 0.848 -2.555 1.019  -0.597
N 1.193 -1.342 0.431  -0.069
H 2.140 -5.420 1.633  0.094
H 0.538 -4.805 2.090  0.086
H 1.939 -4.507 3.139  0.096
H 3.683 -3.878 0.485  0.095
H 3.829 -3.011 2.020  0.092
H 3.337 -2.143 0.545  0.064
N -0.647 -0.208 7.529  0.096
C 0.104 -1.007 6.752  -0.844
S 0.966 -2.280 7.318  0.718
C 0.065 -0.692 5.296  -0.226
C -1.105 -0.289 4.663  0.013
C -1.093 -0.074 3.295  -0.110
N -0.009 -0.212 2.533  0.009
C 1.122 -0.575 3.158  -0.110
C 1.203 -0.829 4.510  0.001
H -0.640 -0.366 8.523  0.106
H -1.019 0.660 7.184  0.107
H -2.032 -0.194 5.212  0.120
H -2.003 0.209 2.784  0.079
H 1.997 -0.675 2.530  0.110
H 2.133 -1.148 4.957  0.108
C 1.410 -2.661 -2.426  -0.046
C 2.062 -1.510 -3.190  -0.338
C 3.213 -0.903 -2.385  -0.072
C 1.026 -0.555 -3.777  -0.121
C 1.099 -0.339 -5.151  -0.039
C 0.108 0.326 -5.847  -0.077
C -1.045 0.671 -5.171  -0.042
C -1.184 0.481 -3.800  -0.124
C -2.599 0.602 -3.256  -0.352
C -2.851 1.566 -2.113  -0.075
C -3.141 -0.791 -2.923  -0.043
C -0.073 -0.006 -3.073  -0.224
O 0.006 0.098 -1.727  -0.225
H 2.169 -3.393 -2.138  0.084
H 0.664 -3.169 -3.039  0.094
H 0.922 -2.313 -1.521  0.029
H 2.527 -1.959 -4.072  0.126
H 2.876 -0.558 -1.407  0.030
H 3.693 -0.082 -2.920  0.089
H 3.970 -1.674 -2.219  0.088
H 1.954 -0.731 -5.689  0.115
H 0.200 0.502 -6.911  0.105
H -1.884 1.081 -5.722  0.113
H -3.190 0.973 -4.097  0.127
H -2.359 1.215 -1.204  0.032
H -3.931 1.625 -1.933  0.083
H -2.486 2.560 -2.365  0.088
H -2.537 -1.287 -2.164  0.033
H -3.133 -1.428 -3.808  0.098
H -4.174 -0.727 -2.563  0.079



5.
DFT (ωB97M-V/def2-TZVPD) results for a molecular structure, C6H10O3.

Values from the calculation:
- DFT total energy (eV) = -12522.8759
- net charge = 0
- LUMO level (eV) = 0.69
- gap between HOMO and LUMO (eV) = 9.4
- highest occupied orbital energy (eV) = -8.74

Last column: Löwdin charge in e.
Positions of all 19 atoms, in Å:
C -0.307 0.614 -0.097  -0.065
C 0.018 -0.345 -1.000  -0.357
C 0.155 1.507 1.588  -0.162
C -0.703 -0.549 -2.309  -0.067
C 1.284 -1.175 -0.895  -0.051
C 0.256 0.518 2.742  -0.194
O -1.384 1.571 -0.381  -0.051
O 0.061 2.675 1.497  0.154
O 0.607 -0.757 2.315  -0.056
H -0.528 0.251 -3.063  0.098
H -1.781 -0.372 -2.113  0.081
H -0.497 -1.554 -2.681  0.078
H 1.600 -1.025 0.122  0.056
H 1.853 -0.836 -1.702  0.063
H 0.872 -2.258 -1.054  0.121
H -0.743 0.335 3.169  0.138
H 0.736 0.753 3.685  0.132
H -1.716 1.452 -1.274  0.060
H 0.218 -0.805 1.453  0.022